The following is a DFT calculation (ωB97M-V with the def2-TZVPD basis set) of a 2-piece molecular cluster, C8H9O2 overall at a distorted geometry.

Atoms and positions in Å:
C 0.683 1.082 -0.098
C 1.226 0.167 -1.093
C -3.134 -1.033 -0.662
C -3.463 -0.098 0.197
C -0.555 1.517 -0.091
C 1.501 0.921 1.083
C 2.426 -0.573 -0.553
C 2.489 -0.202 0.986
O -1.521 2.229 0.248
O 0.780 0.028 -2.215
H -2.204 -0.938 -1.041
H -3.813 -1.806 -0.989
H -2.877 0.670 0.439
H 1.250 1.066 2.130
H -4.463 -0.065 0.560
H 2.470 -1.595 -0.664
H 3.436 -0.190 -0.941
H 3.470 0.051 1.226
H 2.299 -1.230 1.481

Cartesian forces, eV/Å:
2.5012 -0.9408 1.6103
-0.1945 0.2353 -0.9646
-2.0270 -0.0877 0.8422
-2.8930 -2.4034 -0.7576
-5.1198 1.5436 0.1458
0.9176 -0.2587 1.4992
2.5294 3.1345 1.4981
-2.1058 -2.3935 -2.1329
2.8750 -0.9632 -0.6027
0.0304 -0.4255 -0.6088
3.0373 -0.3078 -1.5510
-0.0041 -0.1244 -0.0215
2.4575 2.7547 0.9270
-0.6957 0.7989 -0.2849
-0.7781 -0.0438 0.5490
-0.4642 -2.2744 -0.7556
-1.5879 -0.2604 -0.2491
1.7362 0.5984 0.7441
-0.2145 1.4184 0.1133

Computed properties:
highest occupied orbital energy (spin up / spin down): -1.516 / -1.773 eV
largest force on an atom: 0.1040 hartree/bohr
relative energy (zero: lowest compared OMol25 entry of this formula, charge and spin): 120.4 kcal per mole
charge: -1
energy: -12533.050 eV

***

The following is a DFT calculation (ωB97M-V with the def2-TZVPD basis set) of an isolated ion of composition C8H9O2 and charge -1 at a distorted geometry.

Atoms and positions in Å:
C 0.948 1.782 0.722
C 0.030 0.722 0.011
C 0.604 0.068 -1.304
C 0.187 -0.731 -0.165
C 1.083 -1.638 0.552
C -1.296 -1.188 -0.326
O -1.508 -2.418 -0.485
C -2.182 -0.090 -0.174
C -1.428 1.112 0.018
O -1.819 2.277 0.270
H 1.825 1.689 0.191
H 0.922 1.541 1.763
H 0.376 2.764 0.634
H 1.690 0.241 -1.552
H 0.005 0.118 -2.215
H 0.822 -2.677 0.131
H 0.852 -1.939 1.579
H 2.130 -1.418 0.383
H -3.241 -0.216 -0.031

Cartesian forces, eV/Å:
-4.1997 -0.5274 -0.3543
1.5896 2.2675 -0.8131
0.6518 1.6940 -1.1760
-1.8647 0.1545 0.8765
-0.2780 -3.2994 -0.4016
-0.0198 -1.5476 0.4628
-0.1422 1.1428 0.0459
0.9838 -0.0105 0.0402
-1.2161 -0.3510 0.4368
0.4290 -0.9057 -0.3745
2.4505 0.4965 -0.3762
0.7739 -0.0964 0.8097
1.0624 -1.1214 -0.2476
-0.9762 -0.2381 0.6724
-0.1065 -0.1936 0.3180
0.7884 1.2527 -0.1315
0.0408 1.1657 0.3240
0.2234 -0.0282 0.2258
-0.1906 0.1456 -0.3372

Computed properties:
highest occupied orbital energy: -3.481 eV
largest force on an atom: 0.0826 hartree/bohr
relative energy (zero: lowest compared OMol25 entry of this formula, charge and spin): 31.2 kcal per mole
charge: -1
structure (SMILES): C[C@@]12C[C@]1(C)C(=O)C=C2[O-]
energy: -12536.915 eV

***

The following is a DFT calculation (ωB97M-V with the def2-TZVPD basis set) of C8H9O8PY as an isolated structure at a distorted geometry.

Atoms and positions in Å:
O 4.982 -0.865 0.053
C 3.853 -0.649 0.031
Y 1.417 -0.274 -0.056
O 2.303 1.937 -2.735
C 2.104 1.231 -1.845
C 1.749 -1.987 1.686
O 1.788 -2.764 2.543
C 2.305 1.500 1.436
O 2.566 2.339 2.180
C 1.949 -2.112 -1.619
O 2.054 -2.958 -2.398
C -1.119 -0.472 -2.408
O -0.694 -0.538 -1.033
P -1.671 -0.999 0.385
O -2.998 -0.121 0.202
C -3.133 1.258 -0.212
O -0.621 0.113 1.257
C -0.855 0.418 2.669
H -0.779 -1.360 -2.946
H -0.676 0.415 -2.867
H -2.207 -0.390 -2.445
H -2.180 1.702 -0.531
H -3.844 1.251 -1.044
H -3.556 1.801 0.647
H -1.087 1.486 2.760
H -1.711 -0.179 3.039
H 0.061 0.214 3.250

Cartesian forces, eV/Å:
-4.7214 0.9132 -0.0698
6.0869 -1.0514 0.0670
-3.5473 0.3930 0.5647
-0.8292 -3.1642 4.0185
1.2458 4.1105 -5.1562
0.2450 -4.6624 5.0596
-0.1473 3.7763 -4.1781
1.3250 4.4963 3.9435
-1.0427 -3.6361 -3.2374
0.5390 -4.8123 -4.4120
-0.4146 3.9130 3.6317
-0.4886 -0.1674 -0.8843
1.3873 -0.0130 1.7431
-2.0198 2.1666 -0.4001
2.0128 -1.7673 0.2040
-0.4384 0.7060 0.0180
1.2422 -0.7551 -1.2405
-0.3601 0.0083 0.7304
-0.2233 0.0277 0.1013
-0.1371 -0.0045 0.1249
0.1493 -0.0776 -0.0983
-0.2098 -0.2245 0.1753
0.1327 0.1183 0.2328
0.1854 -0.1404 -0.4542
-0.0472 -0.3077 -0.1721
0.5639 0.2893 -0.0684
-0.4884 -0.1345 -0.2433

Computed properties:
highest occupied orbital energy: -21.258 eV
largest force on an atom: 0.1339 hartree/bohr
charge: +3
energy: -35123.820 eV

***

charge of number 1 (C8H9O2)? -1

***

What is the formula in the third record? C8H9O8PY

***

Among the records above, which one has the lowest energy? C8H9O8PY

***

The highest charge belongs to which entry? C8H9O8PY